{
  "formula": "C6H13N",
  "method": "ωB97M-V with the def2-TZVPD basis set",
  "symbols": ["C", "C", "C", "C", "C", "C", "N", "H", "H", "H", "H", "H", "H", "H", "H", "H", "H", "H", "H", "H"],
  "xyz": [[1.2822, -0.8785, 1.6581], [1.1403, -0.6219, 0.0931], [-0.3403, -0.5610, -0.5826], [-1.1636, 0.7069, -0.2726], [-0.9639, 1.9375, -1.0540], [-0.6870, 1.7748, -2.4451], [0.5272, -1.8695, 2.3031], [1.0287, 0.0003, 2.2020], [2.3430, -1.1121, 1.6707], [1.7100, 0.4106, 0.0122], [1.7058, -1.3315, -0.5895], [-0.8312, -1.4194, -0.1958], [-0.3183, -0.6509, -1.5882], [-2.2245, 0.3975, -0.2117], [-0.8945, 1.0622, 0.7066], [-1.5366, 2.8623, -0.5507], [-0.2762, 0.7613, -2.7387], [-0.5327, 2.6911, -3.0877], [0.9638, -2.7169, 2.0864], [-0.4340, -2.0148, 1.7809]],
  "forces_ev_per_angstrom": [[0.3, 0.9, -2.7], [-0.1, 1.8, -1.3], [1.7, 1.7, 4.0], [0.3, -1.0, 1.7], [-2.0, 0.5, -4.7], [0.9, 1.5, 3.6], [-3.8, -1.4, -1.0], [0.4, 1.3, 0.0], [0.2, 0.2, 0.9], [-1.2, -1.8, -0.4], [-0.4, 0.5, 1.3], [-0.8, -0.8, 0.3], [0.6, -0.7, -3.2], [0.3, 0.5, -0.1], [-0.1, -0.4, 1.1], [1.9, -1.7, -1.6], [-0.7, 1.7, -0.1], [-0.4, -1.4, 0.5], [0.7, -2.0, 0.0], [2.2, 0.7, 1.5]],
  "lowdin_charge": [-0.34, -0.15, -0.19, -0.28, -0.17, 0.01, -0.02, 0.08, 0.10, 0.13, 0.10, 0.07, 0.03, 0.12, 0.09, 0.14, 0.05, 0.05, 0.03, 0.12],
  "lumo_ev": 1.011,
  "relative_energy_kj_mol": 268.0,
  "total_charge": 0,
  "smiles": "C=CCCCCN",
  "total_energy_ev": -7920.0558
}